The following is a DFT calculation (ωB97M-V with the def2-TZVPD basis set) of an isolated molecule of C26H29N2O3P at a distorted geometry.

Properties
- ΔE to the lowest compared entry with this formula, charge and spin: 0.0 kcal/mol
- Max |F|: 1.17 eV/Å
- Orbital gap: 9.64 eV
- Energy: -45846.353 eV
- Lowest unoccupied orbital energy: 0.515 eV
- SMILES: C[C@H](CO)NC(=O)[C@@H]1C[C@H]1[C@@H](NP(=O)(c1ccccc1)c1ccccc1)c1ccccc1

Structure (ORCA input):
```
! RIJCOSX wB97M-V def2-TZVPD def2/J DEFGRID3
* xyz 0 1
C 0.254 3.981 -4.129
H 1.270 4.355 -4.231
H -0.171 4.360 -3.202
C 0.251 2.458 -4.116
N 1.167 2.011 -3.074
C 1.570 0.730 -2.964
O 1.272 -0.140 -3.771
C 2.437 0.445 -1.782
C 3.156 -0.876 -1.767
C 1.960 -0.684 -0.896
C 2.096 -0.569 0.606
N 1.295 0.526 1.169
P -0.262 0.898 0.603
O -0.282 1.822 -0.547
C -1.117 -0.678 0.330
C -1.516 -0.993 -0.961
C -2.163 -2.190 -1.210
C -2.418 -3.064 -0.166
C -2.042 -2.736 1.127
C -1.397 -1.540 1.380
H -1.105 -1.276 2.385
H -2.252 -3.415 1.941
H -2.919 -4.002 -0.359
H -2.467 -2.435 -2.216
H -1.318 -0.298 -1.763
C -1.036 1.620 2.081
C -0.665 1.287 3.376
C -1.331 1.853 4.448
C -2.369 2.746 4.231
C -2.740 3.079 2.938
C -2.074 2.516 1.865
H -2.340 2.766 0.848
H -3.547 3.777 2.769
H -2.887 3.184 5.071
H -1.042 1.598 5.457
H 0.147 0.595 3.535
H 1.803 1.406 1.163
C 1.736 -1.850 1.334
C 1.478 -3.047 0.682
C 1.136 -4.178 1.405
C 1.056 -4.132 2.785
C 1.342 -2.949 3.445
C 1.685 -1.821 2.724
H 1.919 -0.901 3.238
H 1.301 -2.906 4.524
H 0.784 -5.015 3.344
H 0.931 -5.101 0.882
H 1.546 -3.113 -0.392
H 3.144 -0.338 0.849
H 1.036 -1.147 -1.219
H 3.047 -1.489 -2.649
H 4.130 -0.918 -1.304
H 2.901 1.305 -1.317
H 1.173 2.574 -2.237
H 0.632 2.068 -5.068
C -1.164 1.892 -3.898
O -1.328 0.605 -4.437
H -0.495 0.117 -4.299
H -1.375 1.897 -2.818
H -1.903 2.527 -4.396
H -0.338 4.351 -4.961
*
```